The following is a quantum chemistry calculation of a cluster of 2 separate species, C7H10OS in total at a distorted geometry, from the Open Molecules 2025 dataset.

```
19
Properties=species:S:1:pos:R:3:nbo_charge:R:1
C -1.759 0.068 -0.495 -0.19
C -1.995 0.916 0.542 -0.39
C 1.000 2.157 -1.048 0.43
C -0.359 -0.432 -0.488 -0.34
C 0.485 0.433 0.509 -0.17
C -0.262 -1.913 -0.099 -0.60
C 1.802 -0.104 1.002 -0.66
O 0.928 1.761 -2.155 -0.51
S -0.608 1.187 1.641 0.32
H -2.463 -0.294 -1.160 0.22
H -3.070 1.184 0.515 0.25
H 1.138 3.171 -0.638 0.12
H -0.046 -0.268 -1.524 0.24
H -0.781 -2.040 0.833 0.21
H 0.675 -2.458 -0.037 0.22
H -0.922 -2.454 -0.997 0.20
H 2.513 -0.176 0.276 0.23
H 1.541 -1.116 1.353 0.21
H 2.184 0.379 1.971 0.22
```

Computed properties:
E_tot in eV: -20299.6326
Total charge: 0
Energy relative to the best compared isomer or geometry (same formula, charge and spin) in kcal/mol: 86.82